The following is a quantum chemistry calculation of a cluster of 2 separate species, C7H14N2O4S2 in total at a distorted geometry, from OMol25.

Properties
E   -40323.758 eV
Total charge   -2
Largest force on an atom   5.05 eV Å⁻¹
LUMO level   5.65 eV
E_HOMO   0.0012 hartree

```
29
Properties=species:S:1:pos:R:3:lowdin_charge:R:1
S 2.62777 0.36150 -0.30590 0.586
S 3.12680 -1.94290 0.72760 0.510
O 2.34305 -2.47639 -0.45718 -0.626
O 2.49442 -0.30895 -1.84754 -0.383
O 2.93897 1.79481 -0.67187 -0.567
O 2.11392 -1.49076 1.83317 -0.674
N -0.59995 1.85159 1.72740 0.002
N 3.88442 -0.48705 0.22643 -0.553
C -2.32232 -1.16621 0.24610 -0.216
C 0.52781 2.47228 1.92292 -0.038
C -0.65642 -0.33588 -1.43687 -0.249
C -0.38486 0.94902 -0.66044 -0.192
C -2.04112 0.10111 1.06390 -0.186
C -1.99766 -1.00982 -1.22722 -0.210
C -0.65156 0.61694 0.84627 -0.351
H 2.36958 -1.25230 -1.53228 -0.042
H 0.34746 3.36073 2.41223 0.006
H -3.38009 -1.35330 0.46416 0.091
H -2.71304 -0.20952 -1.53951 0.101
H -2.15966 -1.83306 -1.92480 0.097
H -0.32423 -0.29674 -2.55459 0.138
H 0.59368 1.27469 -1.08726 0.068
H 1.56190 2.08066 1.48099 0.099
H -1.92173 -2.04705 0.64541 0.087
H 0.09953 -0.14622 1.03341 0.109
H 0.19406 -0.94391 -1.07581 0.084
H -1.17605 1.65159 -1.04599 0.109
H -2.15645 -0.05177 2.10118 0.091
H -2.73820 0.83695 0.63609 0.109
```